[1]
Below is the ion C5H12N3 with charge +1 at a distorted geometry, with properties calculated with ωB97M-V with the def2-TZVPD basis set.

HOMO level = -12.7 eV
Lowest unoccupied orbital energy = -3.57 eV
Charge = +1
Energy relative to the best compared isomer or geometry (same formula, charge and spin) = 2.4475 eV
Electronic energy = -361.67817 Eh
SMILES = CN/C=C\NC(C)=[NH2+]
2S+1 = 1

Positions of all 20 atoms, in Å:
1 H 0.7136 1.5251 1.5851
2 C -0.9704 1.4537 -0.2668
3 H 0.0299 -2.2492 -0.4438
4 C 1.1486 0.5143 1.2928
5 H -1.5994 -1.1894 1.4396
6 C -0.9498 -1.6966 -0.4535
7 H -2.5339 0.8336 0.9272
8 N 2.0670 -0.2245 -0.8583
9 H 1.8275 -0.5149 -1.7956
10 H -1.8900 -2.4201 -0.5445
11 H -1.4275 2.4993 -0.3176
12 H 2.2273 0.3164 1.4829
13 H 0.3776 -0.1955 1.7944
14 N -1.0854 -0.7760 0.6689
15 N 0.2751 1.1562 -0.9336
16 C 1.1144 0.4859 -0.2165
17 H 0.3228 1.5560 -1.9074
18 H 3.0091 -0.3986 -0.3734
19 C -1.6686 0.4823 0.3171
20 H -0.9880 -1.1580 -1.3971

Atomic forces in eV per Å
1.305 -1.022 -0.057
-1.218 1.578 -1.142
-1.133 0.215 0.246
-0.834 0.875 0.021
-0.094 -0.094 -0.302
-1.124 -2.187 -0.757
0.493 -0.558 -0.753
0.974 0.392 1.541
0.858 0.049 -0.081
2.214 1.168 0.351
1.012 -1.641 -0.293
-0.927 0.370 0.802
2.095 0.764 -1.213
-2.234 0.240 -0.858
-2.947 2.002 -0.545
2.627 -1.257 0.381
0.730 -1.286 1.346
-2.248 -0.048 -1.393
0.369 0.206 2.692
0.083 0.235 0.013

[2]
Below is a cluster of 2 separate species, C3H7NO2 in total at a distorted geometry, with properties calculated with ωB97M-V with the def2-TZVPD basis set.

HOMO level (alpha / beta) = -8.6 / -8.6 eV
Lowest unoccupied orbital energy (alpha / beta) = 0.18 / 0.18 eV
Charge = 0
Energy relative to the best compared isomer or geometry (same formula, charge and spin) = 6.1279 eV
Electronic energy = -323.55577 Eh
2S+1 = 1

Positions of all 13 atoms, in Å:
1 C 1.4729 0.4469 0.5872
2 H -0.2962 1.0836 1.3450
3 O -1.8745 -1.4845 -0.7928
4 H -1.9716 -1.1769 -1.6736
5 O 2.0380 -1.6482 -0.1871
6 H 0.9829 2.3690 1.1416
7 H 2.6298 0.7357 0.7206
8 N 1.2650 -0.7276 0.1035
9 H -0.0558 -2.3238 -1.0182
10 H -0.7084 -2.0135 0.6594
11 C -0.5298 -1.6218 -0.3837
12 H -0.0326 1.7536 -0.2475
13 C 0.4288 1.5133 0.7067

Atomic forces in eV per Å
2.907 0.282 -0.838
-1.146 0.277 0.936
1.292 1.048 1.645
0.131 0.372 -1.454
-0.082 0.235 0.473
-0.980 -0.250 -0.168
-2.705 -0.890 -0.167
-1.778 -0.442 -1.147
1.445 -0.126 -0.659
0.978 0.521 -1.063
-1.688 -0.956 2.590
0.094 0.194 -0.068
1.532 -0.264 -0.080

[3]
Below is the molecule C3H4O at a distorted geometry, with properties calculated with ωB97M-V with the def2-TZVPD basis set.

HOMO level = -10.0 eV
Lowest unoccupied orbital energy = 0.03 eV
Charge = 0
Energy relative to the best compared isomer or geometry (same formula, charge and spin) = 0.2634 eV
Electronic energy = -191.90031 Eh
SMILES = C=CC=O
2S+1 = 1

Positions of all 8 atoms, in Å:
1 O -0.9797 0.9647 -1.2871
2 C 0.6486 0.4680 0.8490
3 C -0.7198 -0.1825 -0.9504
4 H 1.2551 0.3438 1.7705
5 H -1.0872 -1.0122 -1.5545
6 H 0.4262 1.5206 0.6749
7 H 0.2353 -1.5714 0.3797
8 C 0.2215 -0.5311 0.1179

Atomic forces in eV per Å
-0.025 -1.158 0.450
1.499 0.909 2.303
0.329 1.480 -1.510
-0.373 -0.276 -0.741
-0.484 -0.370 -0.070
-0.131 -0.402 -0.549
0.687 -0.314 0.133
-1.502 0.130 -0.015

[4]
Below is the ion C7H14N3 with charge +1 at a distorted geometry, with properties calculated with ωB97M-V with the def2-TZVPD basis set.

HOMO level = -13.1 eV
Lowest unoccupied orbital energy = -2.76 eV
Charge = +1
Energy relative to the best compared isomer or geometry (same formula, charge and spin) = 1.1467 eV
Electronic energy = -439.14605 Eh
SMILES = CC(C)(C)n1cc[nH]c1=[NH2+]
2S+1 = 1

Positions of all 24 atoms, in Å:
1 C -0.9785 0.1797 -0.1029
2 C -1.3225 -1.1484 -0.7410
3 H 2.0681 -2.3226 1.3080
4 C 1.3514 1.2784 -0.7399
5 H -1.0926 1.1162 1.9069
6 H -2.8988 1.1393 -0.8088
7 C -1.3604 0.1949 1.4169
8 H -2.4163 -0.0435 1.7647
9 N 1.2517 -1.8309 0.8257
10 H -2.2977 -1.3293 -0.4817
11 H -0.8848 -0.5701 1.9540
12 C 2.6131 1.0828 -0.5037
13 H -1.6392 1.2709 -1.9512
14 C 1.4600 -0.5817 0.3647
15 H 0.4195 -2.0240 1.2433
16 H -0.7978 -2.0530 -0.6139
17 C -1.7669 1.3061 -0.8662
18 H 3.4937 -0.7260 0.2903
19 H 3.4730 1.5366 -0.9040
20 H 0.8336 2.1561 -1.1014
21 N 2.7019 -0.1286 0.1705
22 H -1.3251 -0.9306 -1.8096
23 H -1.4513 2.1639 -0.3960
24 N 0.5659 0.2638 -0.2247

Atomic forces in eV per Å
-0.355 -0.948 0.668
0.330 1.518 -1.817
-1.653 1.150 -1.029
-3.369 2.190 -0.479
0.148 0.509 0.012
1.667 0.170 0.685
-1.147 0.358 -0.222
0.791 0.621 -1.483
3.854 -0.571 0.256
-2.584 -0.631 0.522
1.303 -1.139 0.625
2.069 -1.207 -0.137
0.699 0.257 0.170
-0.452 -0.590 -0.939
-2.760 -0.685 1.228
1.146 -0.678 0.661
-0.809 -3.008 -0.425
0.527 0.095 0.097
0.723 0.739 -0.037
0.350 -0.140 -0.350
-0.943 0.189 0.064
0.027 -0.440 -0.177
0.133 2.572 0.544
0.306 -0.331 1.562